(1)
Here is a molecular structure, C34H28CrO9P2S2 from OMol25. Energies are from ωB97M-V/def2-TZVPD.

Results
net charge	0
2S+1	5
E_HOMO (spin up / spin down)	-8.72 / -8.82	eV
energy	-4513.4230	hartree
energy above the lowest of the compared OMol25 structures with the same formula, charge and spin	17.7	kcal per mole

Last column: Löwdin spin population.
Cartesian coordinates (Å):
Cr -1.82 0.67 -1.42  3.64
C 6.55 -0.64 -2.95  0.00
C 5.08 -0.69 -2.70  0.00
C 4.17 -0.67 -3.75  0.00
C 2.81 -0.72 -3.51  0.00
C 2.34 -0.80 -2.21  0.01
C 3.23 -0.84 -1.15  0.00
C 4.59 -0.77 -1.39  0.00
S 0.52 -0.80 -2.04  0.03
O 0.18 -1.71 -0.94  0.02
C 0.45 0.88 -1.33  0.02
C 0.60 1.91 -2.29  0.01
C 0.68 3.21 -1.91  0.01
C 0.60 3.57 -0.54  0.01
C 0.65 4.91 -0.12  0.00
C 0.55 5.24 1.20  0.01
C 0.37 4.24 2.16  0.00
C 0.33 2.92 1.79  0.00
C 0.47 2.54 0.44  0.01
C 0.45 1.17 0.04  0.01
C 0.58 0.16 1.12  0.00
C 1.74 0.17 1.96  0.00
C 2.83 1.04 1.73  0.00
C 3.85 1.14 2.63  0.00
C 3.85 0.34 3.79  0.00
C 2.86 -0.57 3.99  0.00
C 1.78 -0.69 3.09  0.00
C 0.73 -1.60 3.32  0.00
C -0.35 -1.62 2.49  0.00
C -0.44 -0.71 1.43  0.00
S -1.95 -0.46 0.49  0.02
O -2.63 0.61 1.22  0.04
C -2.81 -1.98 0.78  0.00
C -3.90 -2.00 1.63  0.00
C -4.65 -3.15 1.75  0.00
C -4.30 -4.29 1.02  0.00
C -5.11 -5.55 1.14  0.00
C -3.20 -4.25 0.18  0.00
C -2.45 -3.09 0.04  0.00
H 6.76 -0.66 -4.01  0.00
H 7.05 -1.48 -2.47  0.00
H 6.97 0.28 -2.53  0.00
H 4.54 -0.63 -4.77  0.00
H 2.11 -0.71 -4.33  0.00
H 2.85 -0.93 -0.14  0.00
H 5.28 -0.79 -0.57  0.00
H 0.65 1.63 -3.33  0.00
H 0.78 4.00 -2.64  0.00
H 0.77 5.67 -0.88  0.00
H 0.59 6.27 1.51  0.00
H 0.26 4.50 3.20  0.00
H 0.18 2.15 2.53  0.00
H 2.84 1.64 0.83  0.00
H 4.66 1.82 2.45  0.00
H 4.64 0.46 4.51  0.00
H 2.86 -1.20 4.87  0.00
H 0.79 -2.26 4.17  0.00
H -1.18 -2.29 2.66  0.00
H -4.14 -1.09 2.17  0.00
H -5.51 -3.16 2.39  0.00
H -6.04 -5.37 1.66  0.00
H -4.55 -6.30 1.69  0.00
H -5.32 -5.94 0.15  0.00
H -2.92 -5.13 -0.38  0.00
H -1.59 -3.04 -0.61  0.00
O -4.95 -0.35 -0.61  0.00
P -4.47 0.10 -2.08  0.01
O -5.48 -0.14 -3.11  0.00
O -3.10 -0.54 -2.22  0.04
O -4.29 1.70 -1.77  0.02
P -3.14 2.73 -2.26  0.01
O -2.41 2.97 -0.79  0.03
O -3.68 3.95 -2.82  0.00
O -2.09 1.90 -2.96  0.02
H -5.88 -0.15 -0.54  0.00
H -3.05 3.29 -0.15  0.00



(2)
Here is a molecular structure, C15H72N2O29S2 from OMol25. Energies are from ωB97M-V/def2-TZVPD.

Results
net charge	0
E_HOMO	-8.60	eV
energy	-3702.5814	hartree
energy above the lowest of the compared OMol25 structures with the same formula, charge and spin	0.0	kcal per mole

Last column: Mulliken charge in e.
Cartesian coordinates (Å):
C 3.68 -0.23 2.34  -0.55
O 3.93 -0.58 1.00  -0.36
C 3.45 -1.90 0.70  -0.28
C 2.90 -1.97 -0.71  -1.40
C 2.16 -0.71 -1.16  0.72
C 1.08 -0.21 -0.16  -0.22
C -0.36 -0.56 -0.55  0.89
C -1.12 -1.45 0.40  -0.21
C -0.49 -2.40 1.16  1.00
C -1.23 -3.24 2.04  0.53
N -0.76 -4.19 2.87  -0.57
S -2.04 -4.81 3.61  0.06
N -3.22 -3.93 2.99  -0.78
C -2.63 -3.09 2.13  0.88
C -3.28 -2.11 1.35  -0.98
C -2.55 -1.31 0.52  0.59
C -3.29 -0.26 -0.27  -1.64
C -3.23 1.16 0.32  -0.72
C -3.34 1.21 1.86  -0.25
S -1.96 1.95 2.63  1.26
O -2.32 2.26 3.99  -0.84
O -0.78 1.12 2.53  -0.52
O -1.77 3.27 1.80  -0.45
H 2.61 -0.12 2.52  0.10
H 4.05 -0.99 3.04  0.29
H 4.15 0.72 2.55  0.26
H 2.75 -2.22 1.47  0.28
H 4.30 -2.58 0.78  0.45
H 3.75 -2.11 -1.38  0.50
H 2.26 -2.84 -0.86  0.30
H 2.86 0.09 -1.32  -0.31
H 1.63 -0.96 -2.07  0.11
H 1.15 0.87 -0.15  -0.07
H 1.30 -0.51 0.87  -0.04
H -0.39 -0.99 -1.55  0.49
H -0.92 0.37 -0.64  -1.03
H 0.58 -2.50 1.11  -0.44
H -4.35 -1.97 1.42  0.47
H -4.31 -0.57 -0.47  0.63
H -2.83 -0.21 -1.25  0.34
H -2.32 1.64 -0.02  0.37
H -4.06 1.72 -0.09  0.58
H -4.20 1.82 2.13  0.03
H -3.48 0.25 2.33  0.40
H -1.12 3.82 2.28  0.32
O 1.64 -1.04 -4.37  -0.58
H 1.82 -1.40 -5.24  0.25
H 1.57 -0.09 -4.52  0.27
O -3.26 1.26 -3.33  -0.44
H -3.05 0.90 -4.20  0.26
H -3.28 2.21 -3.48  0.24
O 2.00 2.46 -1.85  -0.48
H 1.27 2.76 -1.30  0.28
H 2.63 3.19 -1.81  0.22
O 4.90 2.01 -2.04  -0.62
H 5.05 1.62 -2.92  0.31
H 4.84 1.25 -1.45  0.25
O 0.25 5.47 2.68  -0.57
H 1.04 5.50 2.12  0.28
H 0.38 6.16 3.33  0.28
O 2.29 -4.57 2.39  -0.70
H 1.39 -4.32 2.13  0.19
H 2.38 -4.17 3.26  0.33
O 0.60 -7.11 0.96  -0.65
H -0.14 -6.82 1.52  0.29
H 1.23 -6.38 1.03  0.32
O -0.92 4.41 5.30  -0.68
H -1.51 3.68 5.05  0.53
H -0.07 4.18 4.91  0.26
O 1.50 -9.30 3.35  -0.66
H 1.04 -8.92 2.58  0.35
H 1.81 -8.52 3.82  0.30
O -0.09 1.45 -3.53  -0.46
H -0.84 1.74 -2.99  0.17
H 0.56 2.16 -3.42  0.26
O -3.23 0.98 -6.49  -0.55
H -4.01 0.43 -6.48  0.28
H -3.05 1.11 -7.43  0.26
O 1.38 5.19 -1.54  -0.52
H 0.91 5.51 -2.32  0.28
H 1.68 5.99 -1.10  0.26
O 6.43 2.79 -4.62  -0.60
H 7.18 2.81 -5.22  0.28
H 6.60 3.51 -4.00  0.31
O -1.60 3.76 -4.89  -0.62
H -2.21 3.04 -5.06  0.29
H -0.82 3.53 -5.40  0.31
O 2.15 -1.82 -7.65  -0.61
H 1.58 -2.59 -7.76  0.31
H 2.92 -2.02 -8.19  0.31
O 0.15 -1.34 3.97  -0.59
H -0.24 -0.47 3.84  0.30
H -0.41 -1.77 4.62  0.25
O -2.42 3.96 8.20  -0.66
H -3.19 3.39 8.09  0.33
H -2.07 4.09 7.31  0.30
O -5.37 3.57 3.07  -0.58
H -6.10 3.88 3.61  0.28
H -4.67 4.20 3.24  0.28
O -4.38 3.48 -4.82  -0.54
H -5.11 3.66 -5.41  0.24
H -4.27 4.30 -4.33  0.29
O -3.90 5.66 5.62  -0.63
H -3.01 5.40 5.36  0.35
H -3.96 5.42 6.55  0.33
O 7.51 3.37 -1.21  -0.62
H 7.79 3.43 -0.29  0.29
H 6.73 2.80 -1.20  0.37
O 3.92 1.24 -5.54  -0.57
H 4.60 1.89 -5.36  0.28
H 4.37 0.39 -5.53  0.30
O 0.83 -11.17 0.89  -0.63
H -0.07 -10.96 0.61  0.31
H 0.91 -10.77 1.77  0.33
O -6.00 0.41 3.25  -0.55
H -6.35 1.30 3.17  0.27
H -6.61 -0.05 3.84  0.27
O 0.51 -7.19 -2.02  -0.64
H 1.34 -7.64 -2.15  0.31
H 0.35 -7.24 -1.07  0.37



(3)
Here is 3 unconnected molecules or ions with the total composition C7H15N from OMol25. Energies are from ωB97M-V/def2-TZVPD.

Results
net charge	0
E_HOMO	-8.48	eV
energy	-330.1354	hartree
energy above the lowest of the compared OMol25 structures with the same formula, charge and spin	208.7	kcal per mole

Last column: natural (NBO) charge in e.
Cartesian coordinates (Å):
C -2.25 0.05 -0.51  -0.70
C -1.85 -0.18 0.97  -0.14
C -0.47 -0.25 1.16  -0.22
C 0.58 -0.30 0.22  -0.15
C 0.47 -1.39 -0.74  -0.64
C 2.24 -0.43 0.54  -0.61
C 0.63 1.13 -0.61  -0.23
H -2.83 -0.71 -0.92  0.22
H -1.27 0.17 -1.15  0.24
H -3.11 0.86 -0.26  0.22
H -2.63 -0.52 1.62  0.21
H -0.19 -0.96 2.10  0.20
H 0.42 -2.50 -0.53  0.23
H 1.25 -1.38 -1.48  0.22
H -0.58 -1.43 -1.17  0.22
H 2.82 -0.80 -0.49  0.23
H 2.74 0.40 1.28  0.22
H 2.15 -1.28 1.16  0.20
H -0.30 1.19 -1.38  0.19
H 1.50 1.25 -1.40  0.19
H -0.75 2.88 0.00  0.35
H 0.90 1.96 1.44  0.35
N 0.53 2.27 0.13  -0.82



(4)
Here is a molecular structure, C6H3O5Rh from OMol25. Energies are from ωB97M-V/def2-TZVPD.

Results
net charge	+4
2S+1	5
E_HOMO (spin up / spin down)	-27.54 / -27.75	eV
energy	-714.9028	hartree

Last column: Löwdin spin population.
Cartesian coordinates (Å):
C 1.85 -0.56 -0.23  0.04
C 0.45 -1.05 0.17  0.04
O -0.30 -3.17 -1.06  0.00
C -0.01 -2.25 -0.51  0.01
O 2.06 0.63 -0.22  0.18
H 2.62 -1.31 -0.49  0.01
Rh 3.26 2.03 -0.43  2.78
O -2.07 1.53 0.71  0.16
C -1.85 1.60 -0.64  -0.03
C -1.29 0.56 1.23  0.10
O -2.35 2.36 -1.39  0.33
O -0.92 0.66 -0.94  0.16
C -0.62 -0.01 0.22  0.23
H -1.33 0.36 2.30  0.00
H 0.50 -1.36 1.26  0.00



(5)
Here is a molecular structure, C13H16BiN4O6 from OMol25. Energies are from ωB97M-V/def2-TZVPD.

Results
net charge	-1
E_HOMO (spin up / spin down)	-1.97 / -2.66	eV
energy	-1389.8949	hartree

Last column: natural (NBO) charge in e.
Cartesian coordinates (Å):
Bi -1.02 1.37 1.32  1.09
O -4.95 0.14 5.89  -0.53
C -3.99 0.24 5.16  0.38
C -3.03 1.49 5.12  0.39
O -3.14 2.53 5.70  -0.55
C -2.29 1.20 3.93  0.18
C -2.53 -0.06 3.40  0.21
O -2.02 -0.43 2.24  -0.77
C -3.50 -0.84 4.18  0.40
O -3.89 -1.97 4.04  -0.54
O -1.48 2.05 3.32  -0.77
C -1.95 2.35 -2.03  -0.26
O -3.05 2.67 -1.14  -0.57
C -2.90 2.27 0.13  -0.11
C -4.08 2.86 0.92  -0.71
H -2.30 2.40 -3.11  0.18
H -1.59 1.30 -1.90  0.19
H -1.15 2.99 -1.79  0.18
H -4.39 2.17 1.68  0.21
H -4.97 3.02 0.23  0.20
H -3.80 3.81 1.43  0.21
C 3.83 -3.59 -2.55  -0.62
C 4.24 -2.13 -2.43  -0.23
C 4.06 -1.21 -3.74  -0.60
C 3.84 -1.46 -1.12  -0.22
N 2.58 -0.79 -1.08  -0.22
C 1.27 -1.09 -1.32  0.16
N 0.48 -0.15 -0.84  -0.29
N 1.34 0.77 -0.24  -0.07
N 2.57 0.35 -0.30  -0.05
H 3.97 -4.00 -3.57  0.22
H 2.74 -3.72 -2.39  0.20
H 4.31 -4.31 -1.86  0.22
H 5.34 -2.09 -2.33  0.20
H 3.05 -1.36 -4.14  0.21
H 4.78 -1.57 -4.46  0.21
H 4.25 -0.20 -3.40  0.22
H 4.62 -0.79 -0.72  0.24
H 3.81 -2.27 -0.37  0.21
H 0.91 -1.97 -1.85  0.22



(6)
Here is 3 unconnected molecules or ions with the total composition C9H27NO8P3 from OMol25. Energies are from ωB97M-V/def2-TZVPD.

Results
net charge	+1
E_HOMO	-11.45	eV
energy	-2039.2934	hartree
energy above the lowest of the compared OMol25 structures with the same formula, charge and spin	89.8	kcal per mole

Last column: natural (NBO) charge in e.
Cartesian coordinates (Å):
C -3.08 -0.46 -2.14  -0.70
C -1.55 -0.01 -1.77  0.27
N -0.55 -0.93 -1.50  -0.57
C -1.20 1.61 -1.68  -0.73
P -1.83 2.17 0.07  0.68
H -3.06 -1.61 -2.38  0.28
H -3.55 0.19 -3.00  0.25
H -3.76 -0.34 -1.18  0.23
H 0.35 -0.42 -1.25  0.35
H -1.72 2.26 -2.51  0.29
H -0.03 1.83 -1.72  0.32
H -2.34 3.51 -0.02  0.10
H -2.88 1.27 0.51  0.10
H -0.67 2.10 0.93  0.11
C 6.11 2.94 -1.21  -0.29
O 4.74 2.97 -1.57  -0.65
P 3.74 3.71 -0.36  2.26
O 2.52 3.03 -1.00  -1.06
O 3.95 5.18 -1.06  -0.80
C 3.78 5.31 -2.47  -0.24
O 2.74 4.44 0.85  -0.66
C 1.82 3.60 1.51  -0.25
H 6.68 2.50 -2.02  0.21
H 6.48 3.96 -1.03  0.18
H 6.24 2.34 -0.31  0.17
H 3.14 4.52 -2.88  0.20
H 4.76 5.28 -2.96  0.18
H 3.31 6.27 -2.68  0.20
H 2.28 2.64 1.77  0.20
H 0.93 3.44 0.89  0.15
H 1.49 4.10 2.43  0.20
C -2.39 -2.23 0.72  -0.27
O -2.86 -3.09 1.74  -0.68
P -2.47 -4.75 1.45  2.21
O -3.55 -5.15 2.46  -0.98
O -1.04 -4.57 2.26  -0.81
C -1.04 -3.94 3.53  -0.24
O -2.08 -6.42 1.16  -0.64
C -3.17 -7.29 0.91  -0.26
H -2.65 -1.20 0.98  0.15
H -1.31 -2.32 0.61  0.19
H -2.88 -2.49 -0.22  0.17
H -2.02 -3.98 4.02  0.21
H -0.74 -2.89 3.40  0.16
H -0.31 -4.43 4.17  0.20
H -3.89 -6.83 0.24  0.19
H -3.65 -7.58 1.85  0.21
H -2.77 -8.20 0.44  0.20